Entry from the Open Molecules 2025 dataset: a structure of composition C38H36IN14OSSiY in a non-equilibrium geometry (ωB97M-V/def2-TZVPD).

Output
ΔE to the lowest compared entry with this formula, charge and spin	66.3	kJ/mol
HOMO energy	-3.20	eV
HOMO-LUMO gap	7.2	eV
net charge	-2
E	-3335.43034	a.u.

Geometry (Å):
Y  -1.3001  -0.6844  -0.8748
N  -2.4478  -4.3039  -1.3994
C  -3.4346  -3.3472  -1.2168
N  -4.7186  -3.6491  -1.2314
N  -5.3348  -2.4658  -1.0110
N  -4.4742  -1.5270  -0.8628
N  -3.2205  -2.0496  -0.9882
C  -1.1886  -3.9827  -1.8645
N  -0.4186  -4.8275  -2.5315
N  0.6976  -4.1144  -2.7933
N  0.5988  -2.9278  -2.3073
N  -0.6009  -2.8023  -1.6851
H  -2.7968  -5.1886  -1.7290
I  -1.7318  -1.5187  2.2564
C  -3.3779  -0.2205  2.3642
C  -4.2288  -0.4036  3.4175
C  -5.3105  0.4806  3.6016
C  -5.4818  1.5214  2.7373
C  -4.6025  1.7159  1.6453
C  -4.7886  2.8110  0.7667
C  -3.9348  2.9953  -0.2763
C  -2.8813  2.0804  -0.5075
C  -2.6390  0.9752  0.2833
C  -3.5189  0.8223  1.4071
H  -4.0724  -1.2191  4.1109
H  -5.9898  0.3296  4.4321
H  -6.3017  2.2198  2.8701
H  -5.6124  3.4934  0.9491
H  -4.0631  3.8442  -0.9403
H  -2.2379  2.2882  -1.3585
C  2.8048  3.7543  -2.4026
C  2.1712  4.3070  -1.1807
N  2.4550  5.4607  -0.6623
N  1.5767  5.5697  0.3789
C  0.7145  4.5357  0.4982
S  -0.5331  4.3772  1.5796
N  1.1441  3.6963  -0.5001
N  0.5167  2.4955  -0.8337
H  3.5985  4.4306  -2.7102
H  2.0799  3.6724  -3.2155
H  3.2249  2.7674  -2.2221
H  1.5524  6.3863  0.9598
H  0.8293  1.7190  -0.2417
H  0.7530  2.2716  -1.7939
C  4.7968  -1.1323  1.1356
C  3.6360  -0.6793  0.2475
C  3.7791  0.8137  -0.0535
C  3.7067  -1.4427  -1.0789
Si  1.9099  -0.9011  1.0434
O  0.7847  -0.3130  0.0585
C  1.6766  -2.7234  1.5220
C  1.6385  -3.7129  0.5314
C  1.4166  -5.0474  0.8429
C  1.2364  -5.4311  2.1646
C  1.2776  -4.4724  3.1667
C  1.4922  -3.1375  2.8453
C  1.9063  0.0865  2.6644
C  0.9706  1.1084  2.8412
C  0.9548  1.8925  3.9896
C  1.8742  1.6590  5.0009
C  2.8008  0.6329  4.8619
C  2.8116  -0.1386  3.7083
H  5.7322  -1.1177  0.5608
H  4.6525  -2.1526  1.5033
H  4.9326  -0.4739  1.9955
H  4.7421  1.0204  -0.5398
H  3.7140  1.4281  0.8502
H  2.9813  1.1214  -0.7320
H  4.6124  -1.1464  -1.6260
H  2.8404  -1.2573  -1.7143
H  3.7624  -2.5219  -0.9216
H  1.7582  -3.4401  -0.5085
H  1.3674  -5.7773  0.0438
H  1.0497  -6.4700  2.4109
H  1.1217  -4.7585  4.2006
H  1.4893  -2.4024  3.6417
H  0.2155  1.2883  2.0823
H  0.2179  2.6810  4.0786
H  1.8631  2.2655  5.8995
H  3.5127  0.4309  5.6546
H  3.5318  -0.9453  3.6315
N  -1.4287  1.7985  -8.3351
C  -1.4082  1.4510  -7.2367
C  -1.3742  1.0238  -5.8660
C  -2.4987  1.1782  -5.0542
C  -2.4421  0.7819  -3.7266
C  -1.2944  0.2153  -3.1417
C  -0.1981  0.0553  -4.0092
C  -0.2168  0.4523  -5.3390
H  -3.4029  1.6069  -5.4704
H  -3.3357  0.9207  -3.1237
H  0.7084  -0.4208  -3.6419
H  0.6494  0.3142  -5.9759

Cartesian forces, eV/Å:
1.24 0.35 0.39
0.00 -0.01 0.00
0.02 0.00 0.04
-0.01 0.01 -0.05
-0.01 -0.03 0.09
0.02 0.03 -0.07
-0.32 -0.22 -0.06
0.03 -0.01 0.05
0.00 0.00 -0.01
0.01 -0.02 0.03
-0.04 0.05 -0.13
0.05 -0.28 -0.15
0.00 0.00 0.00
-0.08 -0.15 0.10
-0.01 0.01 0.06
0.01 0.00 0.01
0.00 0.00 -0.01
0.00 -0.01 0.01
-0.02 0.01 0.00
0.00 0.00 0.00
0.03 0.05 -0.05
0.02 -0.05 0.10
-0.38 0.12 0.33
0.02 0.06 -0.01
0.00 0.00 0.00
0.00 0.00 0.00
0.00 0.00 0.00
0.00 0.00 0.00
0.00 0.00 0.00
0.00 -0.03 0.00
0.01 -0.01 0.01
0.00 -0.01 0.03
-0.02 0.01 -0.02
0.01 0.00 0.01
-0.02 -0.02 0.06
0.03 -0.02 -0.02
0.03 -0.02 -0.07
0.03 0.02 -0.07
0.00 0.00 0.00
-0.01 -0.01 0.01
0.02 -0.08 0.02
0.01 0.00 0.00
0.01 0.02 0.04
-0.13 -0.03 -0.03
-0.01 -0.01 0.01
-0.02 0.00 0.00
0.02 0.05 -0.02
0.03 -0.08 0.00
-0.02 0.02 0.11
-0.60 -0.11 -0.43
-0.02 0.00 -0.02
0.05 0.01 0.01
0.02 0.00 0.00
0.00 0.01 0.00
-0.01 -0.01 0.00
-0.05 0.04 0.00
0.01 0.00 0.01
-0.03 0.03 -0.01
-0.01 -0.03 -0.02
-0.02 0.00 0.01
0.00 0.00 0.00
-0.01 0.02 0.01
0.00 0.01 0.00
0.00 0.00 -0.01
-0.01 0.00 0.00
0.00 0.01 0.00
0.00 -0.01 -0.01
0.01 0.07 -0.03
-0.01 0.00 -0.01
-0.05 0.03 -0.03
0.00 0.01 0.02
0.00 -0.01 0.08
-0.01 0.01 -0.01
0.00 0.00 0.00
0.00 0.00 0.00
0.00 0.00 0.01
0.05 0.03 -0.06
0.02 0.01 0.00
0.00 0.00 0.00
0.00 0.00 0.00
0.01 0.00 0.00
0.00 0.00 0.01
0.01 -0.01 -0.01
-0.01 0.02 -0.02
0.01 0.00 0.03
0.02 0.02 -0.04
0.05 0.14 -0.24
0.04 0.04 0.02
0.01 0.02 0.01
0.00 0.00 0.00
0.00 -0.01 0.00
-0.01 -0.02 0.00
0.00 0.00 0.00

Results of the Löwdin charge analysis, in e, for atoms 1 through 4: Y 1.2527; N 0.1292; C -0.4985; N 0.0067